(1)
{
  "formula": "C29H29N4O3S2Zn",
  "method": "ωB97M-V/def2-TZVPD",
  "charge": 1,
  "homo_lumo_gap_ev": 9.38,
  "species": ["C", "H", "C", "H", "N", "H", "C", "H", "C", "H", "C", "H", "C", "S", "C", "H", "C", "H", "H", "C", "H", "C", "C", "H", "S", "C", "H", "H", "C", "N", "H", "C", "H", "O", "C", "C", "H", "C", "H", "H", "N", "H", "C", "C", "C", "H", "C", "H", "H", "H", "C", "H", "H", "C", "O", "H", "C", "H", "C", "C", "C", "N", "H", "O", "C", "H", "C", "Zn"],
  "xyz": [[-1.53, 1.84, 4.26], [0.16, 5.02, 2.40], [0.73, 1.25, -1.71], [-4.51, -0.98, 0.57], [-0.19, 2.20, -1.42], [7.31, -0.70, -2.87], [-0.12, -4.34, -0.01], [5.42, -2.02, -1.97], [-6.05, -2.03, -0.51], [7.53, 0.99, -2.37], [-2.01, 1.24, 5.54], [-0.71, 3.84, 4.70], [-0.68, 3.08, 2.62], [1.68, 0.05, 0.33], [-5.44, -2.79, -2.71], [-1.85, 1.93, 6.36], [-6.38, -2.66, -1.70], [3.15, -2.00, -0.97], [-1.53, -3.61, 2.98], [-0.94, 3.06, 4.00], [0.98, 3.74, 1.50], [0.65, 3.56, -3.19], [1.64, 2.62, -3.44], [-5.70, -3.27, -3.64], [-2.16, -1.04, -1.15], [5.39, 1.14, -0.79], [-1.48, 0.32, 5.75], [7.97, -0.33, -1.28], [-4.16, -2.29, -2.53], [-1.62, 1.20, 3.08], [0.58, 4.46, -3.78], [0.01, 4.12, 1.82], [0.01, -5.22, 1.93], [1.40, -1.14, 1.08], [-0.66, -3.31, -0.77], [-0.42, -4.44, 1.34], [3.74, 2.03, 0.28], [5.87, 0.00, -1.43], [-0.41, -3.21, -1.82], [2.39, 2.81, -4.20], [0.64, 0.12, -0.91], [0.54, -5.06, -0.47], [5.05, -1.13, -1.49], [7.24, -0.01, -2.03], [-1.52, -2.41, -0.17], [2.40, 0.66, -2.91], [-4.77, -1.52, -0.33], [6.02, 2.02, -0.71], [-1.05, 4.00, -1.94], [-1.95, 0.27, 2.91], [3.33, 0.03, -0.31], [-7.39, -3.03, -1.85], [-0.56, 4.37, 0.92], [-1.85, -2.51, 1.17], [1.49, 1.32, 1.05], [-3.08, 1.01, 5.48], [3.79, -1.12, -0.94], [-6.77, -1.94, 0.29], [-0.25, 3.31, -2.17], [4.12, 1.16, -0.23], [1.68, 1.44, -2.72], [-1.11, 1.94, 2.07], [-2.54, -1.81, 1.61], [-2.31, 0.11, -0.14], [-3.84, -1.66, -1.34], [-3.43, -2.37, -3.32], [-1.29, -3.53, 1.93], [-0.67, 1.19, 0.28]]
}

=====

(2)
{
  "formula": "C6H14Br4N2O4",
  "method": "ωB97M-V/def2-TZVPD",
  "smiles": "C[N+](=O)[O-].C[N+](=O)[O-].BrCCBr.BrCCBr",
  "e_above_lowest_kcal_mol": 0.0,
  "homo_lumo_gap_ev": 10.36,
  "species": ["O", "N", "O", "Br", "H", "H", "H", "C", "Br", "O", "Br", "H", "Br", "H", "O", "H", "H", "H", "H", "H", "C", "C", "H", "H", "N", "H", "C", "C", "H", "C"],
  "xyz": [[2.80, -4.96, 1.55], [1.89, -4.77, 2.33], [1.98, 1.12, 0.04], [-1.80, 0.04, -0.85], [-0.09, 1.63, 2.14], [-0.98, 3.50, -3.02], [1.40, 1.36, 3.00], [-1.05, -2.58, -1.31], [0.29, -3.94, -1.83], [1.14, -0.45, 1.23], [0.44, 4.77, -0.70], [0.48, -1.01, -1.15], [-3.39, 4.02, -3.20], [1.29, 2.69, 1.73], [1.59, -5.52, 3.23], [1.53, -2.96, 1.33], [-1.94, -2.78, -1.89], [1.12, -2.99, 3.08], [-2.08, 5.29, -0.78], [-1.82, 2.90, -1.56], [-1.33, 5.00, -1.51], [1.09, -3.53, 2.13], [-0.42, -1.00, -2.65], [-1.18, -2.75, -0.25], [1.42, 0.72, 1.03], [0.08, -3.85, 1.91], [-1.70, 3.73, -2.25], [0.99, 1.69, 2.05], [-1.25, 5.82, -2.23], [-0.50, -1.20, -1.59]]
}

=====

(3)
{
  "formula": "C25H30N5PrS",
  "method": "ωB97M-V/def2-TZVPD",
  "multiplicity": 3,
  "e_above_lowest_kcal_mol": 7.8,
  "homo_lumo_gap_ev": [4.72, 4.70],
  "species": ["H", "H", "C", "C", "H", "N", "H", "H", "C", "C", "C", "C", "H", "H", "C", "H", "H", "H", "Pr", "C", "H", "H", "C", "H", "C", "C", "H", "H", "N", "H", "N", "N", "H", "H", "H", "C", "H", "H", "N", "H", "C", "C", "H", "H", "C", "H", "C", "H", "C", "C", "H", "H", "H", "S", "C", "C", "C", "C", "C", "H", "C", "C"],
  "xyz": [[-1.65, -2.55, 1.93], [2.24, 1.41, 0.48], [-0.96, -4.17, 0.67], [1.21, 2.96, -0.65], [0.77, -1.26, -4.68], [3.84, -2.93, 2.17], [-2.31, -1.05, -2.55], [2.71, 1.54, -1.26], [2.42, 2.12, -0.36], [-0.99, 4.55, -1.25], [0.09, 2.35, -1.34], [3.00, -1.95, 1.71], [-2.04, -4.16, 2.54], [0.08, 6.13, -0.27], [-1.24, 3.51, 2.62], [4.56, -3.22, 1.52], [1.53, -2.86, -3.06], [-1.40, 4.48, 3.06], [0.50, -0.43, -0.13], [-1.01, 3.23, -1.64], [-3.12, 2.79, -1.72], [-2.97, -3.49, 1.21], [0.09, 5.09, -0.57], [-1.84, 5.18, -1.48], [-0.13, -0.97, -4.16], [-2.22, 2.66, -2.34], [3.26, 2.74, -0.07], [-0.98, -1.06, -4.83], [1.32, -0.48, 2.17], [-2.65, -2.32, -0.50], [2.36, -1.24, 2.59], [0.09, 1.08, -1.67], [0.80, -3.54, 1.76], [-2.06, 1.60, -2.52], [-0.04, 0.07, -3.84], [-1.97, -3.55, 1.64], [0.10, -5.06, 2.33], [2.03, 4.69, 0.26], [-0.85, 0.97, 1.46], [1.18, -4.18, -1.05], [-2.08, 3.03, 1.61], [-1.51, -1.67, -2.18], [0.45, 3.00, 3.85], [-2.49, 1.38, 0.30], [-0.22, 2.70, 3.06], [1.71, 0.94, 3.66], [0.33, -4.47, 1.44], [-2.90, 3.63, 1.24], [0.43, -3.45, -1.32], [1.07, 0.62, 2.85], [-2.41, 3.16, -3.29], [1.04, -5.04, 0.85], [4.08, -2.90, 3.15], [2.95, -1.79, -0.02], [-1.84, 1.78, 1.08], [1.18, 4.28, -0.28], [0.63, -2.70, -2.48], [-0.72, -3.30, -0.54], [-1.69, -2.39, -1.00], [-1.38, -5.13, 0.31], [-0.02, 1.44, 2.46], [-0.33, -1.80, -2.93]]
}

=====

(4)
{
  "formula": "C7H10",
  "method": "ωB97M-V/def2-TZVPD",
  "smiles": "C1=CC1CC1=CC1.[H][H]",
  "e_above_lowest_kcal_mol": 136.6,
  "homo_lumo_gap_ev": 10.20,
  "species": ["C", "H", "C", "H", "H", "H", "C", "H", "H", "C", "H", "H", "C", "H", "C", "C", "H"],
  "xyz": [[1.05, 0.33, 0.05], [-0.10, -0.94, -2.82], [-1.54, -0.57, 1.14], [0.31, 2.08, 0.94], [-1.39, -1.20, 2.01], [-0.08, 1.92, -0.77], [-1.95, -0.43, -0.07], [-2.40, -0.84, -0.96], [-2.06, 1.59, 0.89], [-1.37, 0.80, 0.57], [-0.61, -0.51, -2.50], [2.63, -0.36, 1.52], [0.00, 1.37, 0.17], [2.40, -0.58, -1.56], [1.83, -0.69, 0.84], [1.92, -0.35, -0.62], [1.36, -1.62, 1.16]]
}

=====

(5)
{
  "formula": "C4H7HgO3",
  "method": "ωB97M-V/def2-TZVPD",
  "multiplicity": 2,
  "e_above_lowest_kcal_mol": 104.4,
  "homo_lumo_gap_ev": [9.38, 6.85],
  "species": ["H", "O", "H", "O", "H", "C", "C", "H", "C", "H", "H", "O", "C", "H", "Hg"],
  "xyz": [[-0.12, 0.79, -2.49], [0.14, -1.16, 1.55], [-0.14, -3.87, 0.05], [0.63, 1.34, -0.03], [-1.76, 0.22, -2.09], [-0.70, 0.21, -1.74], [-0.72, 1.03, -0.46], [1.94, 1.64, 1.46], [1.18, 0.95, 1.09], [-1.17, 2.01, -0.64], [1.45, -0.24, 2.81], [-0.22, -1.06, -1.60], [0.89, -0.20, 1.86], [-1.25, 0.52, 0.35], [-0.15, -2.17, -0.13]]
}

=====

(6)
{
  "formula": "C33H24CeN4O13P",
  "method": "ωB97M-V/def2-TZVPD",
  "charge": 1,
  "e_above_lowest_kcal_mol": 4.4,
  "homo_lumo_gap_ev": [6.15, 6.15],
  "species": ["Ce", "C", "C", "C", "C", "C", "C", "O", "C", "N", "H", "P", "C", "O", "N", "H", "O", "H", "C", "H", "O", "C", "O", "O", "O", "C", "C", "H", "C", "O", "H", "C", "C", "H", "C", "N", "H", "O", "H", "H", "H", "H", "C", "C", "C", "H", "N", "H", "H", "C", "C", "C", "C", "O", "O", "C", "H", "H", "H", "C", "H", "H", "C", "O", "C", "C", "H", "C", "C", "H", "H", "C", "H", "C", "O", "C"],
  "xyz": [[-0.50, 0.20, 0.20], [0.09, 0.12, -3.82], [2.87, 2.81, -4.27], [-0.71, -1.70, 1.61], [-1.81, -2.46, 0.92], [4.62, 3.66, 1.75], [-2.39, -3.64, 1.28], [-1.10, -0.66, 2.24], [-0.90, 5.43, -0.60], [-2.20, -1.72, -0.14], [1.21, -1.76, -3.81], [2.30, 0.82, -0.16], [-2.03, 3.36, -0.84], [0.31, -0.83, -1.65], [-2.80, 2.44, -1.70], [4.32, -0.47, -0.43], [0.42, 1.95, 2.08], [5.12, 3.75, 3.83], [-0.28, 5.00, 0.55], [1.52, 3.40, -1.22], [-2.91, 1.27, -1.34], [0.03, 0.19, -2.38], [-0.30, 1.28, -1.78], [-1.14, 7.10, -2.15], [-3.25, 2.87, -2.73], [-3.88, -3.33, -0.59], [2.20, 3.48, -3.24], [3.22, -1.19, 0.77], [3.40, 1.56, -4.04], [1.42, -1.89, -6.58], [2.96, 3.27, -5.25], [3.28, -0.71, -0.21], [-1.51, 2.90, 0.38], [1.79, 4.47, -3.42], [0.84, -0.97, -5.77], [0.19, 3.16, 2.11], [2.24, -1.14, -8.33], [0.44, -0.23, -7.84], [-2.15, 4.94, -2.27], [5.18, 4.55, 1.49], [4.00, 3.32, -0.27], [-4.70, -3.65, -1.20], [-0.57, 3.73, 0.99], [3.18, 1.37, 2.39], [-0.48, 1.13, -4.59], [-3.52, -1.51, -1.71], [-0.59, 6.78, -1.13], [3.92, 1.03, -4.83], [-0.99, 1.95, -4.10], [3.87, 2.06, 3.38], [3.22, 1.81, 1.06], [-3.23, -2.14, -0.88], [0.25, 0.03, -6.53], [-1.87, 1.76, 0.94], [0.47, -1.82, 1.21], [2.07, 2.89, -2.00], [3.70, -0.03, -2.63], [-2.04, -4.20, 2.14], [3.83, 1.71, 4.40], [-1.74, 4.61, -1.32], [2.61, 0.50, 2.66], [-0.89, 1.85, -6.59], [3.28, 0.96, -2.79], [0.09, 7.49, -0.43], [0.77, -0.97, -4.41], [2.62, 1.62, -1.76], [2.87, -1.40, -0.95], [-3.45, -4.09, 0.50], [-0.43, 1.09, -5.98], [-3.95, -5.01, 0.74], [0.77, -2.15, -8.53], [3.94, 2.96, 0.75], [0.43, 5.63, 1.07], [1.27, -1.40, -7.92], [0.60, 3.89, 2.97], [4.59, 3.21, 3.06]]
}

=====

(7)
{
  "formula": "CH2FLiO2",
  "method": "ωB97M-V/def2-TZVPD",
  "charge": 2,
  "e_above_lowest_kcal_mol": 30.6,
  "homo_lumo_gap_ev": 12.14,
  "species": ["C", "O", "Li", "H", "F", "O", "H"],
  "xyz": [[0.50, -0.25, 1.10], [-0.30, 0.51, -0.88], [-2.36, 0.07, -2.16], [0.57, -1.10, 1.79], [0.51, 0.92, 1.51], [0.31, -0.49, -0.13], [0.78, 0.33, -1.22]]
}